Record 1
{"formula": "C3H6ClN3", "method": "ωB97M-V/def2-TZVPD", "species": ["N", "N", "C", "N", "C", "C", "Cl", "H", "H", "H", "H", "H", "H"], "coordinates": [[-1.74918, -0.33302, -1.33071], [-2.08112, -0.66535, -0.10348], [-1.45663, -0.30092, 1.05578], [-0.67470, 0.76160, 1.16977], [0.00830, 1.22122, 0.03534], [1.25031, 0.93693, -0.43394], [2.26668, -0.66124, 0.03735], [-0.64038, 0.06735, -1.25565], [-2.12079, 0.58740, -1.42912], [-2.37866, -1.64770, -0.16815], [-1.86548, -0.82639, 1.95340], [-0.51538, 2.11092, -0.58413], [1.71035, 1.46336, -1.24332]], "smiles": "NN/C=N\\C=C/Cl", "de_lowest_kcal_mol": 79.5, "e_lumo_ev": 0.683, "fmax_ev_per_a": 7.16, "homo_lumo_gap_ev": 9.620}



Record 2
{"formula": "C13H20AuFN3OSSe", "method": "ωB97M-V/def2-TZVPD", "species": ["Au", "F", "C", "C", "C", "C", "C", "C", "C", "H", "H", "H", "H", "H", "H", "C", "C", "N", "C", "S", "N", "C", "C", "H", "H", "H", "H", "H", "H", "H", "H", "H", "H", "H", "H", "Se", "C", "N", "O", "H", "H"], "coordinates": [[-0.70882, -0.64104, 1.46547], [3.30478, -5.91114, 1.47787], [2.81838, -4.67394, 1.55797], [2.72108, -3.90764, 0.40367], [2.24278, -2.61924, 0.50527], [1.88538, -2.06204, 1.75517], [1.41518, -0.69604, 1.82397], [1.98478, -2.87634, 2.89497], [2.44508, -4.17114, 2.80517], [3.00478, -4.34084, -0.54323], [2.18318, -1.99424, -0.37673], [1.80118, -0.06654, 1.02847], [1.52728, -0.22974, 2.79527], [1.72018, -2.47014, 3.85807], [2.50818, -4.80814, 3.67237], [1.08668, 3.69086, -3.00443], [1.08848, 2.23876, -2.53423], [0.64538, 2.09426, -1.15713], [-0.61572, 2.09966, -0.72443], [-0.87142, 2.01046, 0.97247], [-1.64032, 2.16106, -1.55953], [-3.03282, 2.15356, -1.15343], [-3.59342, 3.56086, -0.97703], [1.43828, 3.73526, -4.03063], [1.75178, 4.28956, -2.38693], [0.09508, 4.13516, -2.96133], [2.10498, 1.84736, -2.58023], [0.46278, 1.61156, -3.17513], [1.35658, 2.16736, -0.44213], [-1.45542, 2.30496, -2.54263], [-3.09592, 1.60826, -0.21013], [-3.59572, 1.61146, -1.91403], [-3.09732, 4.06916, -0.15393], [-4.65412, 3.49936, -0.75253], [-3.46872, 4.15016, -1.88233], [-0.87512, -2.86794, -0.21753], [-0.54202, -4.04894, 1.08187], [-0.31002, -4.83024, 1.89487], [-3.07362, -0.52794, 1.51147], [-3.54102, -1.36534, 1.59217], [-3.42062, 0.06956, 2.18307]], "total_charge": 1, "de_lowest_kcal_mol": 29.4, "e_lumo_ev": -5.744, "fmax_ev_per_a": 1.83, "homo_lumo_gap_ev": 5.437}



Record 3
{"formula": "C12H16Cl2O20Pd", "method": "ωB97M-V/def2-TZVPD", "species": ["Pd", "Cl", "O", "O", "O", "O", "Cl", "O", "O", "O", "O", "C", "C", "O", "C", "O", "O", "H", "H", "H", "H", "C", "C", "O", "C", "O", "O", "H", "H", "H", "H", "C", "C", "O", "C", "O", "O", "H", "H", "H", "H", "C", "C", "O", "C", "O", "O", "H", "H", "H", "H"], "coordinates": [[-4.32985, -16.95671, 11.56791], [-5.22915, -14.94942, 9.45022], [-4.45420, -14.80263, 10.70031], [-4.48185, -14.39993, 8.36349], [-5.44522, -16.37909, 9.26736], [-6.48178, -14.27213, 9.60582], [-1.80614, -18.56006, 10.83926], [-1.80749, -19.81051, 10.13208], [-0.49316, -18.01321, 10.92862], [-2.69429, -17.62296, 10.10740], [-2.37402, -18.72996, 12.16872], [-4.79247, -21.81453, 9.52241], [-5.57492, -21.17511, 8.35993], [-5.73220, -19.82063, 8.80190], [-5.50255, -19.74797, 10.11229], [-5.58517, -18.76023, 10.77123], [-5.07994, -20.92937, 10.61332], [-3.71986, -21.80752, 9.32668], [-5.12154, -22.81649, 9.77726], [-6.52215, -21.68455, 8.18799], [-4.99766, -21.12750, 7.44201], [-0.20381, -16.15136, 14.60120], [-1.14263, -16.25715, 15.81541], [-2.42446, -15.86574, 15.26663], [-2.35481, -15.92406, 13.92965], [-3.31305, -15.81584, 13.21955], [-1.10106, -16.06925, 13.50215], [0.40038, -17.04648, 14.48356], [0.44540, -15.28044, 14.66338], [-0.94900, -15.57103, 16.63317], [-1.22503, -17.27952, 16.18198], [-9.54526, -16.15357, 13.25263], [-9.21145, -17.66820, 13.26475], [-7.87168, -17.72335, 12.80756], [-7.39736, -16.47661, 12.64127], [-6.28091, -16.22398, 12.32003], [-8.33461, -15.54604, 12.84904], [-9.87012, -15.82964, 14.23712], [-10.33363, -15.95366, 12.52975], [-9.86941, -18.29666, 12.66394], [-9.30101, -18.10349, 14.26635], [-4.69402, -19.77942, 16.56073], [-5.96552, -20.34954, 15.89903], [-6.00970, -19.67340, 14.64112], [-4.89683, -18.93387, 14.47419], [-4.68267, -18.23099, 13.54219], [-4.03271, -19.11143, 15.49845], [-4.03305, -20.51342, 17.01574], [-4.94048, -19.06489, 17.35034], [-6.83604, -20.03886, 16.47234], [-5.93137, -21.42826, 15.77896]], "de_lowest_kcal_mol": 0.0, "e_lumo_ev": [0.011, -1.274], "multiplicity": 3, "fmax_ev_per_a": 1.38, "homo_lumo_gap_ev": [9.219, 7.915]}



Record 4
{"formula": "C34H25Cl4LuN2O6P", "method": "ωB97M-V/def2-TZVPD", "species": ["Lu", "O", "C", "O", "C", "O", "C", "C", "O", "O", "H", "H", "H", "H", "H", "Cl", "C", "C", "C", "C", "C", "C", "P", "C", "C", "C", "C", "C", "C", "C", "C", "C", "C", "C", "C", "H", "H", "H", "H", "H", "H", "H", "H", "H", "H", "H", "H", "H", "H", "Cl", "C", "C", "C", "Cl", "C", "O", "C", "Cl", "C", "H", "H", "N", "C", "C", "C", "C", "C", "N", "C", "H", "H", "H", "H"], "coordinates": [[7.23048, -9.67247, 16.04552], [8.83060, -8.98266, 12.18957], [8.23405, -8.84740, 13.36519], [8.54170, -9.58041, 14.32823], [7.19663, -7.81023, 13.42502], [6.47812, -8.00157, 14.61440], [5.84995, -6.84484, 15.29383], [5.80023, -7.07901, 16.82307], [5.16215, -6.28130, 17.49560], [6.46473, -8.14276, 17.23493], [9.62286, -9.54978, 12.29166], [6.56746, -7.98619, 12.52018], [7.70698, -6.79557, 13.40536], [4.85991, -6.75754, 14.86747], [6.44993, -5.93994, 15.09656], [4.89064, -10.42614, 19.73631], [3.52858, -9.48851, 20.22103], [3.39556, -9.14600, 21.58296], [2.30842, -8.39897, 21.99855], [1.32072, -8.01813, 21.09798], [1.42350, -8.37952, 19.74693], [2.49649, -9.14428, 19.28358], [2.75790, -9.52420, 17.51625], [1.71644, -8.17100, 16.85763], [2.11943, -6.87655, 17.20207], [1.64343, -5.75748, 16.49440], [0.65789, -5.90504, 15.53299], [0.20423, -7.17926, 15.21735], [0.69364, -8.29475, 15.92005], [1.60682, -10.89370, 17.35659], [1.10349, -11.55968, 18.47990], [0.36690, -12.74144, 18.32003], [0.01529, -13.13089, 17.03300], [0.48136, -12.49670, 15.90024], [1.28507, -11.35332, 16.04489], [4.17157, -9.46439, 22.27080], [2.21166, -8.10880, 23.04483], [0.44803, -7.50476, 21.49478], [0.54707, -8.28982, 19.08984], [2.87516, -6.70079, 17.96664], [2.11183, -4.78961, 16.73288], [0.20893, -5.03158, 15.09968], [-0.50540, -7.33792, 14.43794], [0.15599, -9.20654, 15.79393], [1.24106, -11.10606, 19.45542], [0.07231, -13.36188, 19.16719], [-0.51152, -14.06425, 16.92735], [0.21889, -12.81386, 14.91557], [1.58689, -10.75262, 15.16215], [4.59168, -16.44706, 13.36938], [5.01959, -14.98004, 14.09651], [5.07846, -14.83718, 15.49610], [5.42369, -13.61637, 16.04441], [5.61913, -13.47243, 17.69721], [5.58134, -12.45686, 15.14161], [5.94196, -11.24241, 15.58697], [5.47810, -12.64066, 13.71469], [5.76453, -11.47820, 12.50587], [5.24593, -13.93008, 13.24931], [4.85605, -15.72159, 16.10653], [5.23010, -14.16863, 12.18921], [12.43088, -12.26850, 14.70921], [11.82747, -11.74441, 15.53045], [11.06072, -11.15929, 16.59323], [11.64063, -10.15302, 17.41134], [10.77512, -9.43381, 18.24303], [9.40154, -9.76323, 18.25341], [8.84243, -10.57163, 17.27899], [9.69846, -11.40853, 16.62815], [12.70727, -9.96106, 17.43298], [11.15738, -8.66351, 18.90989], [8.74702, -9.36649, 18.99336], [9.26803, -12.26916, 16.08621]], "total_charge": 1, "de_lowest_kcal_mol": 29.8, "e_lumo_ev": -4.478, "fmax_ev_per_a": 3.64, "homo_lumo_gap_ev": 5.480}



Record 5
{"formula": "C4H12", "method": "ωB97M-V/def2-TZVPD", "species": ["C", "C", "H", "H", "H", "H", "H", "H", "C", "C", "H", "H", "H", "H", "H", "H"], "coordinates": [[1.63379, -1.03257, 0.10541], [1.75478, -1.26959, 1.63622], [0.96608, -0.20016, -0.08951], [2.66113, -0.96776, -0.26047], [1.24054, -1.91548, -0.40845], [1.08708, -0.67194, 2.25016], [1.77502, -2.35183, 1.76004], [2.73158, -0.90286, 1.96736], [-1.75026, 0.55086, -0.39108], [-1.67319, 1.77401, -1.35441], [-1.28125, -0.34490, -0.79044], [-1.17488, 0.69289, 0.53155], [-2.76950, 0.40367, -0.03783], [-1.41149, 1.27418, -2.29466], [-0.91153, 2.51955, -1.15534], [-2.67263, 2.17636, -1.52002]], "total_charge": -1, "de_lowest_kcal_mol": 14.8, "e_lumo_ev": [4.332, 4.504], "multiplicity": 2, "fmax_ev_per_a": 1.94, "homo_lumo_gap_ev": [2.800, 12.210]}



Record 6
{"formula": "C8H16N2", "method": "ωB97M-V/def2-TZVPD", "species": ["C", "C", "C", "C", "C", "C", "C", "C", "N", "N", "H", "H", "H", "H", "H", "H", "H", "H", "H", "H", "H", "H", "H", "H", "H", "H"], "coordinates": [[-0.71739, -1.26303, 1.01150], [0.19294, -0.55677, 0.39811], [-2.23990, -1.09381, 0.78009], [1.18915, 0.94254, -1.17321], [2.32385, -1.23660, -0.55371], [2.06459, 0.67816, 1.11909], [-2.30837, 1.63240, -0.40591], [1.42011, -0.07665, -0.01349], [-2.50111, -0.73175, -0.66755], [-1.85032, 0.41949, -1.05978], [-0.56723, -1.84464, 1.99625], [-2.73500, -2.08343, 0.96173], [-2.74336, -0.47105, 1.45490], [0.79006, 0.35176, -1.99566], [0.53468, 1.62307, -0.66696], [2.18600, 1.31780, -1.45259], [3.26002, -0.80311, -0.91168], [1.75344, -1.68321, -1.31102], [2.61167, -2.07506, 0.18317], [2.24981, -0.04117, 2.06267], [1.39043, 1.41113, 1.41342], [2.95864, 1.25500, 0.85371], [-2.10741, 2.33733, -1.25376], [-3.31461, 1.48210, -0.02405], [-1.70038, 2.04842, 0.44748], [-2.14032, -1.53890, -1.19274]], "de_lowest_kcal_mol": 4.0, "e_lumo_ev": [0.902, -0.082], "multiplicity": 3, "fmax_ev_per_a": 3.80, "homo_lumo_gap_ev": [7.493, 8.927]}